Below is a molecular structure, C31H34B2N8O5Ti in a non-equilibrium geometry, with properties calculated with the ωB97M-V functional and the def2-TZVPD basis.

```
81
Properties=species:S:1:pos:R:3:lowdin_charge:R:1
Ti -0.32 2.03 -0.90 0.8784
O -1.75 1.36 -1.92 -0.1929
C -1.99 0.20 -2.49 -0.3196
C -3.26 0.01 -3.09 -0.0573
C -3.58 -1.20 -3.61 -0.1798
C -2.66 -2.28 -3.61 -0.1619
C -1.36 -2.08 -3.17 -0.0924
C -0.98 -0.82 -2.59 -0.1620
C 0.38 -0.55 -2.25 -0.1191
N 0.84 0.67 -1.92 -0.1556
N 2.16 1.08 -1.97 0.0697
C 2.20 2.40 -2.06 -0.4879
O 1.14 3.12 -1.82 -0.1642
C 3.52 3.01 -2.31 -0.1460
C 4.50 2.24 -2.94 -0.0552
C 5.71 2.81 -3.29 -0.1174
C 5.95 4.18 -3.04 -0.1401
C 4.97 4.90 -2.39 -0.1365
C 3.80 4.33 -1.93 -0.0280
H -3.99 0.78 -3.15 0.0882
H -4.58 -1.34 -3.98 0.0668
H -3.02 -3.26 -3.90 0.0657
H -0.64 -2.84 -3.34 0.0688
H 1.01 -1.43 -2.24 0.0903
H 4.21 1.26 -3.26 0.0910
H 6.50 2.25 -3.80 0.0812
H 6.91 4.62 -3.36 0.0829
H 5.12 5.96 -2.20 0.0829
H 3.09 4.90 -1.33 0.0951
B 1.05 4.12 1.49 -0.4461
N 1.08 2.62 1.70 -0.0117
C 1.69 2.02 2.75 -0.1006
C 1.75 0.61 2.59 -0.0677
C 1.07 0.35 1.38 -0.0729
N 0.57 1.56 0.85 -0.0531
N -0.35 4.51 0.88 -0.0088
C -1.05 5.63 1.00 -0.1198
C -2.29 5.52 0.32 -0.1012
C -2.26 4.28 -0.29 -0.1362
N -1.10 3.66 0.03 -0.0718
H 1.12 4.64 2.60 0.0657
H 1.92 4.49 0.70 0.0679
H 2.09 2.66 3.57 0.1113
H 2.17 -0.08 3.29 0.0576
H 0.91 -0.60 0.83 0.1123
H -0.66 6.44 1.60 0.1009
H -3.13 6.21 0.37 0.0751
H -3.04 3.81 -0.92 0.1308
C 1.13 -2.94 3.08 -0.0544
N 0.82 -4.14 2.30 -0.1572
C 1.15 -5.39 2.97 -0.0811
C 0.73 -4.00 0.90 -0.4720
O 1.20 -3.02 0.32 0.0598
N 0.22 -5.08 0.18 -0.1503
C -0.93 -5.88 0.68 -0.0511
C 0.48 -5.00 -1.23 -0.0676
H 1.11 -3.14 4.15 0.0802
H 0.41 -2.14 2.85 0.0919
H 2.10 -2.58 2.73 0.0829
H 2.24 -5.46 3.11 0.0873
H 0.80 -6.22 2.35 0.0619
H 0.63 -5.49 3.93 0.0847
H -1.03 -5.67 1.73 0.0651
H -0.80 -6.94 0.46 0.0781
H -1.84 -5.56 0.15 0.0848
H 1.48 -4.60 -1.35 0.0879
H -0.18 -4.30 -1.75 0.0723
H 0.35 -6.00 -1.66 0.0874
O -1.66 -0.03 0.55 0.0954
B -1.46 1.39 0.81 -0.5246
O -2.21 1.72 1.96 0.1557
C -3.01 0.59 2.21 -0.1870
C -4.08 0.49 3.05 -0.0357
C -4.79 -0.70 3.09 -0.1241
C -4.38 -1.75 2.23 -0.1267
C -3.27 -1.67 1.41 -0.0042
C -2.65 -0.46 1.40 -0.2147
H -4.35 1.34 3.67 0.1119
H -5.68 -0.91 3.70 0.0843
H -4.99 -2.68 2.25 0.0937
H -2.96 -2.56 0.88 0.1082
```

As for the spin multiplicity: 3. The HOMO energy (alpha / beta) comes out at 1.59 / -0.04 eV. The value obtained for the largest force on an atom is 0.0928 Eh/bohr. Its LUMO energy (alpha / beta) is 3.9 / 3.9 eV. The net charge is -2. As for the energy relative to the best compared isomer or geometry (same formula, charge and spin): 4.5 kcal/mol.

---

Below is a molecular structure, C10H14BN9OPdS in a non-equilibrium geometry, with properties calculated with the ωB97M-V functional and the def2-TZVPD basis.

```
37
Properties=species:S:1:pos:R:3:lowdin_charge:R:1
Pd -0.59 0.20 -0.09 0.9304
B 0.44 2.73 -2.50 -0.3792
N 0.39 3.05 -0.97 -0.0773
C 0.76 4.23 -0.47 -0.0878
C 0.69 4.18 0.91 -0.0458
C 0.25 2.89 1.18 -0.1523
N 0.06 2.22 0.04 -0.1027
N 0.02 1.24 -2.85 -0.0469
C 0.00 0.84 -4.12 -0.0877
C -0.42 -0.48 -4.19 -0.0414
C -0.66 -0.84 -2.87 -0.1607
N -0.38 0.20 -2.08 -0.1266
H -0.34 3.45 -3.08 0.0698
H 1.58 2.87 -2.88 0.0696
H 1.06 5.03 -1.13 0.1275
H 0.92 4.96 1.62 0.0959
H 0.04 2.41 2.12 0.0911
H 0.28 1.53 -4.90 0.1295
H -0.57 -1.08 -5.07 0.0953
H -1.04 -1.74 -2.42 0.0893
C 1.09 -4.29 -1.51 -0.0455
N 1.37 -2.89 -1.23 -0.0318
C 1.21 -2.34 -0.05 -0.7758
N 1.06 -3.09 1.04 0.1485
S 1.49 -0.59 0.14 0.7786
H 1.16 -4.45 -2.58 0.0944
H 0.07 -4.54 -1.18 0.1000
H 1.81 -4.95 -1.01 0.0922
H 1.52 -2.26 -2.00 0.1203
H 0.92 -4.09 0.98 0.1110
H 0.88 -2.63 1.91 0.1159
N -2.15 1.08 6.00 0.0896
C -2.19 0.48 5.01 -0.3996
N -2.27 -0.28 3.92 0.0706
C -1.75 0.07 2.82 -0.3250
N -1.28 0.33 1.77 0.0022
O -1.03 -1.59 -0.20 -0.5357
```

As for the spin multiplicity: 1. The HOMO energy (alpha / beta) comes out at -8.61 / -8.60 eV. The value obtained for the largest force on an atom is 0.0207 Eh/bohr. Its LUMO energy (alpha / beta) is -2.5 / -2.5 eV.

---

Below is 8 unconnected molecules or ions with the total composition C21H32BCl21O4P in a non-equilibrium geometry, with properties calculated with the ωB97M-V functional and the def2-TZVPD basis.

```
80
Properties=species:S:1:pos:R:3:lowdin_charge:R:1
C 4.83 -4.11 -1.33 -0.0468
C 4.42 -4.13 -2.82 -0.2404
O 3.46 -3.13 -3.12 -0.1448
C 2.17 -3.68 -3.29 -0.2747
C 1.13 -2.57 -3.38 -0.2017
P 0.72 -1.75 -1.79 1.1739
C 1.29 -2.69 -0.35 -0.2563
C 0.56 -2.34 0.96 -0.1852
C -0.01 -3.56 1.69 -0.2559
O -0.50 -4.59 0.83 -0.0629
B -1.24 -1.62 -1.76 -0.6760
O -1.87 -0.43 -1.98 0.1722
O -1.91 -2.76 -1.47 0.0157
C -2.29 -3.57 -2.61 -0.0572
C 1.50 -0.12 -1.78 -0.3025
C 1.43 0.70 -2.90 -0.0706
C 1.98 1.97 -2.92 -0.1039
C 2.62 2.44 -1.77 -0.1851
C 2.72 1.61 -0.66 -0.0577
C 2.17 0.33 -0.65 -0.0567
H 4.14 -3.43 -0.83 0.0487
H 5.82 -3.71 -1.19 0.0751
H 4.72 -5.08 -0.86 0.0743
H 5.33 -3.94 -3.39 0.1197
H 4.08 -5.14 -3.08 0.1163
H 1.93 -4.44 -2.53 0.1194
H 2.15 -4.21 -4.25 0.1363
H 0.23 -3.01 -3.82 0.0902
H 1.47 -1.83 -4.10 0.1034
H 1.26 -3.74 -0.60 0.0872
H 2.34 -2.44 -0.23 0.0792
H -0.24 -1.60 0.84 0.1094
H 1.28 -1.89 1.64 0.1142
H -0.82 -3.27 2.36 0.0714
H 0.74 -4.02 2.34 0.1081
H 0.21 -5.22 0.72 0.0840
H -2.21 -0.07 -1.15 0.1335
H -1.50 -4.30 -2.79 0.0835
H -2.48 -2.97 -3.51 0.0879
H -3.18 -4.12 -2.33 0.0572
H 0.92 0.33 -3.79 0.1140
H 1.89 2.61 -3.79 0.1128
H 3.05 3.42 -1.74 0.0788
H 3.23 1.97 0.23 0.1173
H 2.27 -0.28 0.23 0.0958
C -0.07 5.83 -0.98 -1.4896
Cl 0.74 4.40 -1.64 0.6597
Cl -0.84 6.76 -2.27 0.5794
Cl -1.25 5.36 0.24 0.5610
H 0.68 6.46 -0.51 0.0126
C -1.09 8.13 2.85 -1.5440
Cl -1.45 7.49 4.46 0.5070
Cl -1.86 9.69 2.61 0.5445
Cl 0.66 8.25 2.58 0.4976
H -1.49 7.44 2.12 -0.0458
C -1.82 6.99 -5.78 -1.5776
Cl -2.60 8.57 -5.80 0.5339
Cl -3.01 5.70 -6.00 0.5202
Cl -0.55 6.90 -7.00 0.5262
H -1.37 6.86 -4.81 -0.0740
C -1.92 -2.78 5.33 -1.5320
Cl -0.18 -3.01 5.09 0.5457
Cl -2.28 -2.51 7.03 0.5109
Cl -2.51 -1.44 4.34 0.5216
H -2.43 -3.68 5.01 0.0162
C -4.64 -1.55 10.07 -1.5458
Cl -2.90 -1.78 9.84 0.4863
Cl -5.02 -1.30 11.77 0.5404
Cl -5.23 -0.21 9.09 0.5270
H -5.14 -2.46 9.74 0.0138
C 1.62 7.41 7.47 -1.5405
Cl 0.59 8.49 8.42 0.5323
Cl 1.32 5.72 7.91 0.5195
Cl 1.35 7.66 5.75 0.4748
H 2.65 7.64 7.70 0.0114
C -3.97 -5.39 -5.61 -1.5289
Cl -4.31 -5.99 -3.99 0.5590
Cl -4.68 -3.80 -5.86 0.5407
Cl -2.23 -5.34 -5.90 0.5194
H -4.41 -6.08 -6.32 0.0156
```

As for the spin multiplicity: 1. The HOMO energy comes out at -12.12 eV. The value obtained for the largest force on an atom is 0.0232 Eh/bohr. Its LUMO energy is -2.9 eV. The net charge is +1.

---

Below is 2 unconnected molecules or ions with the total composition C9H14 in a non-equilibrium geometry, with properties calculated with the ωB97M-V functional and the def2-TZVPD basis.

```
23
Properties=species:S:1:pos:R:3:lowdin_charge:R:1
C 1.37 -1.71 -1.55 -0.0397
C 0.00 -1.46 -0.92 -0.2657
C -0.74 -2.51 -0.45 -0.0577
C -2.08 -2.35 0.00 -0.0854
C -2.58 -1.09 0.07 -0.1168
C -1.84 0.08 -0.24 -0.0735
C -0.62 -0.21 -0.78 -0.0898
H 1.92 -0.81 -1.70 0.0572
H 1.30 -2.17 -2.53 0.0788
H 1.98 -2.42 -1.04 0.0685
H -0.36 -3.53 -0.48 0.1086
H -2.70 -3.23 0.05 0.1001
H -3.57 -0.80 0.40 0.0952
H -2.24 1.13 -0.15 0.1212
H 0.14 0.51 -1.09 0.0974
C 2.01 2.47 1.39 -0.1877
C 0.54 2.73 1.17 -0.2015
H 2.49 3.05 2.22 0.0778
H 2.07 1.42 1.81 0.0707
H 2.52 2.31 0.43 0.0618
H 0.28 3.81 1.05 0.0716
H 0.07 2.37 2.09 0.0678
H 0.04 2.43 0.24 0.0411
```

As for the SMILES: Cc1ccccc1.CC. As for the spin multiplicity: 1. The HOMO energy comes out at -9.10 eV. The value obtained for the largest force on an atom is 0.0665 Eh/bohr. Its LUMO energy is 1.0 eV. As for the energy relative to the best compared isomer or geometry (same formula, charge and spin): 29.8 kcal/mol.

---

Below is a molecular structure, CF3KO3S in a non-equilibrium geometry, with properties calculated with the ωB97M-V functional and the def2-TZVPD basis.

```
9
Properties=species:S:1:pos:R:3:lowdin_charge:R:1
K -25.00 15.85 27.30 0.9874
C -29.51 17.07 29.95 -0.4680
F -30.45 16.14 29.86 0.2001
F -30.08 18.22 30.44 0.1795
F -28.59 16.60 30.80 0.1963
S -28.74 17.33 28.06 0.6202
O -29.88 17.13 27.22 -0.1797
O -28.33 18.75 28.08 -0.1722
O -27.75 16.28 27.90 -0.3637
```

As for the spin multiplicity: 2. The HOMO energy (alpha / beta) comes out at -15.50 / -15.29 eV. The value obtained for the largest force on an atom is 0.0966 Eh/bohr. Its LUMO energy (alpha / beta) is -4.2 / -9.4 eV. The net charge is +1.

---

Below is 2 unconnected molecules or ions with the total composition C6H16NO in a non-equilibrium geometry, with properties calculated with the ωB97M-V functional and the def2-TZVPD basis.

```
24
Properties=species:S:1:pos:R:3:lowdin_charge:R:1
C -1.01 1.43 -1.57 -0.0397
C -0.92 0.81 -0.19 -0.3228
C 0.43 0.42 0.33 -0.1679
C 1.18 -0.36 -0.79 -0.1273
C 1.35 -1.67 -0.71 -0.1174
C 2.44 -2.21 -1.62 -0.0930
N -1.43 1.88 0.84 0.2082
H -1.19 0.64 -2.30 0.0998
H -1.88 2.13 -1.66 0.1018
H -0.08 1.98 -1.75 0.0981
H -1.64 -0.06 -0.11 0.1755
H 0.34 -0.31 1.09 0.0891
H 1.11 1.15 0.78 0.1346
H 1.66 0.26 -1.49 0.0985
H 0.79 -2.40 -0.09 0.1216
H 2.94 -3.11 -1.23 0.0821
H 3.21 -1.45 -1.71 0.0728
H 2.10 -2.38 -2.64 0.0733
H -0.98 2.79 0.65 0.1771
H -1.22 1.70 1.81 0.1422
H -2.45 1.76 0.77 0.1748
H -1.20 -1.66 4.02 0.0751
H -2.26 -0.63 3.87 0.0324
O -1.31 -0.73 3.70 -0.0890
```

As for the spin multiplicity: 1. The HOMO energy comes out at -12.62 eV. The value obtained for the largest force on an atom is 0.0589 Eh/bohr. Its LUMO energy is -3.4 eV. The net charge is +1. As for the energy relative to the best compared isomer or geometry (same formula, charge and spin): 41.4 kcal/mol.

---

Below is a molecular structure, C16H26AlBBr3CaClF12LiO12S in a non-equilibrium geometry, with properties calculated with the ωB97M-V functional and the def2-TZVPD basis.

```
75
Properties=species:S:1:pos:R:3:lowdin_charge:R:1
C -2.76 2.97 0.92 0.0356
C -2.88 4.52 0.83 -0.4427
O -2.70 5.14 1.84 0.1668
O -3.12 5.25 -0.34 -0.0712
C -4.53 5.33 -0.66 -0.1527
C -4.97 3.98 -1.36 -0.1507
C -6.28 3.31 -0.75 -0.2249
C -6.39 3.36 0.81 -0.1860
S -7.71 4.55 1.27 0.5874
O -9.01 3.91 1.46 -0.1231
O -7.31 5.18 2.55 -0.1092
O -7.77 5.67 0.20 -0.2350
H -2.50 2.68 1.96 0.1014
H -1.97 2.60 0.20 0.0589
H -3.70 2.43 0.64 0.0808
H -4.60 6.15 -1.42 0.1336
H -5.16 5.65 0.19 0.1223
H -5.22 4.23 -2.43 0.0697
H -4.11 3.27 -1.44 0.1275
H -7.20 3.69 -1.26 0.0574
H -6.23 2.22 -1.03 0.1368
H -5.47 3.71 1.33 0.1011
H -6.70 2.38 1.26 0.1339
Li -7.18 5.02 -2.36 0.7184
C -6.09 4.46 -6.65 -1.5941
Br -7.07 3.74 -5.13 0.5573
Br -7.18 5.65 -7.70 0.6584
Br -4.43 5.29 -6.10 0.5762
H -5.84 3.61 -7.29 -0.0136
O 0.89 -0.16 -0.45 -0.5289
Cl 0.49 1.02 0.35 0.6845
O -0.19 0.55 1.55 -0.3716
O -0.39 1.85 -0.42 -0.3137
O 1.65 1.75 0.71 -0.2288
Ca -0.09 -2.10 0.32 1.7588
O -1.94 3.92 4.62 -0.0448
H -2.24 4.41 3.84 -0.0075
H -1.49 4.59 5.15 0.0510
C 4.04 -5.84 -2.09 -0.0178
C 5.03 -6.97 -1.76 -0.4406
C 4.42 -8.32 -1.39 -0.2963
F 3.65 -8.24 -0.28 0.0887
F 5.39 -9.21 -1.13 0.1179
F 5.88 -6.54 -0.80 0.1282
F 5.79 -7.16 -2.87 0.1305
O 3.75 -4.90 -1.04 0.0479
C 2.76 -5.23 -0.13 -0.5006
C 3.31 -5.39 1.29 -0.2952
F 4.25 -6.34 1.35 0.1303
F 2.32 -5.76 2.15 0.0955
F 2.09 -6.31 -0.55 0.1632
F 1.85 -4.18 -0.15 0.0353
H 4.53 -5.22 -2.85 0.1546
H 3.13 -6.20 -2.57 0.1474
H 3.81 -8.72 -2.21 0.1795
H 3.75 -4.46 1.66 0.1565
C 7.44 -4.48 4.35 -0.1429
C 8.08 -3.57 3.32 -0.1437
C 7.14 -3.74 2.14 -0.1443
O 5.84 -4.01 2.67 -0.0771
C 5.96 -4.29 4.07 -0.1492
H 7.71 -4.23 5.38 0.1308
H 7.72 -5.52 4.16 0.1315
H 8.05 -2.53 3.67 0.1285
H 9.11 -3.82 3.09 0.1315
H 7.44 -4.60 1.52 0.1543
H 7.10 -2.85 1.50 0.1414
H 5.55 -3.43 4.62 0.1511
H 5.36 -5.17 4.32 0.1418
B -0.33 4.85 -2.78 -1.2455
F -1.40 4.02 -2.46 0.1546
F -0.73 5.74 -3.88 0.0882
F 0.02 5.67 -1.64 0.1072
F 0.75 4.10 -3.18 0.2067
Al -1.16 7.10 -2.70 1.0908
```

As for the spin multiplicity: 1. The HOMO energy comes out at -15.16 eV. The value obtained for the largest force on an atom is 0.1033 Eh/bohr. Its LUMO energy is -14.3 eV. The net charge is +3.

---

Below is 6 unconnected molecules or ions with the total composition C30H52N3O23P2S2 in a non-equilibrium geometry, with properties calculated with the ωB97M-V functional and the def2-TZVPD basis.

```
112
Properties=species:S:1:pos:R:3:lowdin_charge:R:1
C 6.42 -1.50 -0.76 -0.1352
C 5.59 -2.74 -0.37 -0.5055
S 3.80 -2.55 -0.56 0.9175
C 3.44 -0.89 0.11 -0.4440
N 2.04 -0.70 0.53 -0.0647
C 1.51 -1.72 1.44 -0.1232
C 2.17 -1.56 2.81 -0.1920
O 1.65 -0.83 3.64 0.0716
C 1.16 -0.35 -0.45 -0.3468
N 0.22 -1.24 -0.77 0.0898
C 0.62 -2.33 -1.72 -0.1484
C -0.65 -2.85 -2.39 -0.1478
C -1.75 -3.23 -1.37 -0.0866
C -3.08 -3.41 -2.07 -0.4976
O -3.73 -4.43 -2.00 0.1106
O -3.56 -2.39 -2.84 0.1032
N 1.23 0.89 -0.97 -0.0667
P 0.11 1.36 -2.23 0.3683
O -0.15 0.28 -3.17 -0.2149
O -1.21 1.75 -1.49 -0.0567
O 0.69 2.60 -2.97 -0.0839
P 2.43 2.11 -0.49 0.1810
O 1.71 3.52 -0.42 -0.2169
O 3.01 1.87 0.96 -0.1372
S 3.80 2.19 -1.83 0.4067
H 7.31 -1.83 -1.28 0.0736
H 5.87 -0.81 -1.39 0.0558
H 6.78 -1.02 0.14 0.0728
H 5.81 -3.01 0.66 0.0668
H 5.86 -3.58 -1.00 0.0692
H 4.08 -0.73 0.98 0.1001
H 3.76 -0.16 -0.61 0.0014
H 0.46 -1.51 1.61 0.1146
H 1.56 -2.75 1.07 0.1054
H 3.07 -2.12 3.10 0.1327
H -0.67 -0.82 -1.00 0.1184
H 1.06 -3.18 -1.21 0.1000
H 1.24 -1.92 -2.50 0.1151
H -0.39 -3.75 -2.94 0.1184
H -1.06 -2.12 -3.08 0.1007
H -1.51 -4.15 -0.86 0.1320
H -1.92 -2.45 -0.63 0.1053
H -3.20 -1.55 -2.55 0.0982
H -1.94 1.40 -2.02 0.1114
H 1.18 2.30 -3.74 0.1106
H 0.85 3.48 0.04 0.0517
H 2.65 2.52 1.58 0.1100
C -2.54 -0.45 6.02 -0.0082
C -2.59 -1.71 5.20 -0.3239
C -1.42 -2.64 5.40 -0.0728
O -1.39 -3.33 4.14 0.0666
C -1.92 -2.51 3.21 -0.5919
O -1.88 -2.71 2.04 0.1201
O -2.49 -1.44 3.79 0.0982
H -3.33 0.24 5.70 0.0919
H -2.68 -0.67 7.08 0.0956
H -1.59 0.06 5.89 0.0880
H -3.54 -2.23 5.37 0.1261
H -1.56 -3.33 6.22 0.1440
H -0.47 -2.11 5.53 0.1325
C -2.17 7.68 -0.08 -0.0096
C -2.12 6.49 0.84 -0.3041
C -1.07 6.56 1.92 -0.0589
O -0.81 5.16 2.16 0.0944
C -1.08 4.51 1.03 -0.5595
O -0.79 3.35 0.84 0.1023
O -1.70 5.29 0.13 0.1102
H -2.82 7.48 -0.93 0.0915
H -2.54 8.56 0.45 0.0994
H -1.18 7.91 -0.48 0.0918
H -3.11 6.29 1.26 0.1633
H -1.41 7.06 2.82 0.1512
H -0.14 7.03 1.59 0.1204
C 3.56 5.57 0.61 -0.0214
C 3.29 7.05 0.65 -0.3214
C 4.42 7.89 1.20 -0.0844
O 3.71 9.03 1.71 0.0745
C 2.46 8.62 2.05 -0.5598
O 1.67 9.25 2.66 0.1752
O 2.24 7.36 1.58 0.0547
H 2.63 5.04 0.37 0.0499
H 4.31 5.32 -0.14 0.0979
H 3.90 5.20 1.58 0.0972
H 2.98 7.40 -0.34 0.1630
H 5.13 8.20 0.44 0.1426
H 4.94 7.42 2.03 0.1417
C -6.84 -4.87 1.03 -0.0140
C -5.81 -4.09 1.81 -0.3227
C -4.91 -4.92 2.68 -0.0775
O -4.54 -3.99 3.71 0.0465
C -5.56 -3.09 3.81 -0.5497
O -5.67 -2.29 4.68 0.1614
O -6.44 -3.24 2.79 0.0983
H -7.55 -4.20 0.56 0.0905
H -6.36 -5.46 0.25 0.0933
H -7.40 -5.54 1.68 0.0916
H -5.23 -3.45 1.14 0.1567
H -4.03 -5.28 2.16 0.1425
H -5.42 -5.76 3.15 0.1423
C -0.14 -3.18 -7.63 -0.0183
C 1.04 -3.80 -6.92 -0.3259
C 0.97 -5.29 -6.75 -0.0832
O 1.78 -5.49 -5.57 0.0758
C 1.71 -4.36 -4.85 -0.5657
O 2.12 -4.25 -3.73 0.1485
O 1.12 -3.36 -5.55 0.0771
H -0.10 -2.10 -7.57 0.0884
H -0.15 -3.47 -8.68 0.0944
H -1.08 -3.50 -7.17 0.0910
H 1.97 -3.50 -7.41 0.1609
H 1.38 -5.84 -7.59 0.1428
H -0.04 -5.65 -6.53 0.1421
```

As for the spin multiplicity: 1. The HOMO energy comes out at -11.26 eV. The value obtained for the largest force on an atom is 0.0587 Eh/bohr. Its LUMO energy is -3.4 eV. The net charge is +1.